The following is a DFT calculation (ωB97M-V with the def2-TZVPD basis set) of a cluster of 7 separate species, C22H46O18S6 in total.

Structure (XYZ):
```
92
Properties=species:S:1:pos:R:3:forces:R:3
O -2.995 -1.939 -0.410 -0.4 0.0 0.6
S -3.173 -2.923 -1.443 0.7 -0.7 -0.7
O -3.609 -2.492 -2.736 -0.3 0.2 -0.4
C -1.652 -3.854 -1.562 0.8 0.1 -0.1
C -1.822 -5.086 -0.675 -0.3 -0.5 0.0
C -3.173 -5.022 0.082 -0.1 -0.5 0.2
C -4.148 -4.302 -0.824 -0.4 1.2 0.3
H -0.803 -3.236 -1.264 -0.3 0.2 0.2
H -1.469 -4.074 -2.613 -0.3 -0.2 0.0
H -1.868 -5.972 -1.311 0.1 0.0 0.0
H -0.994 -5.242 0.013 0.0 0.2 0.0
H -3.116 -4.548 1.062 0.2 0.3 -0.2
H -3.505 -6.041 0.285 -0.1 0.0 0.0
H -4.972 -3.755 -0.356 -0.1 -0.5 0.3
H -4.566 -4.896 -1.633 0.3 0.0 -0.2
O -1.959 4.150 -1.861 0.1 -0.1 0.0
S -1.071 3.263 -2.575 -0.5 0.1 0.0
O 0.350 3.511 -2.559 0.2 0.2 0.1
C -1.412 1.579 -2.136 0.4 -0.4 -0.5
C -2.713 1.235 -2.860 0.3 0.2 0.5
C -2.684 1.929 -4.236 -0.9 0.6 -0.3
C -1.673 3.083 -4.249 0.6 -0.3 -0.5
H -1.375 1.438 -1.059 -0.1 0.1 0.0
H -0.583 1.038 -2.600 0.0 0.0 0.1
H -2.819 0.156 -2.952 -0.1 0.0 0.0
H -3.524 1.624 -2.243 -0.2 -0.1 -0.2
H -3.672 2.353 -4.436 0.0 -0.1 0.1
H -2.515 1.251 -5.070 0.3 -0.2 0.2
H -2.059 4.026 -4.626 -0.1 0.1 0.3
H -0.793 2.843 -4.850 0.0 -0.1 0.1
O 3.389 0.371 -3.716 0.0 0.3 0.2
S 2.122 -0.311 -3.687 0.5 -0.1 -0.4
O 0.935 0.356 -4.157 -0.3 0.1 0.1
C 2.314 -1.860 -4.582 -0.2 0.2 0.5
C 1.617 -2.863 -3.673 -0.3 -0.4 -0.3
C 2.091 -2.515 -2.263 -0.1 -0.6 0.5
C 1.840 -1.026 -2.054 0.0 0.2 -0.2
H 3.390 -2.024 -4.581 0.0 -0.1 -0.2
H 1.912 -1.733 -5.582 0.0 0.0 0.0
H 0.526 -2.778 -3.728 0.0 0.3 -0.1
H 1.814 -3.892 -3.976 0.3 0.0 0.2
H 3.146 -2.771 -2.135 0.1 0.2 -0.2
H 1.587 -3.116 -1.501 -0.1 0.1 -0.1
H 2.500 -0.542 -1.341 0.1 -0.1 0.0
H 0.817 -0.768 -1.780 0.0 -0.2 0.0
O 1.047 1.627 2.772 0.1 -0.5 -0.4
S 1.231 2.651 3.773 -0.2 0.5 0.5
O 0.188 3.615 3.982 -0.1 0.0 -0.1
C 1.639 1.853 5.333 0.3 -0.1 0.2
C 3.048 2.326 5.679 0.5 0.3 -0.6
C 3.737 2.568 4.319 0.2 -0.6 0.1
C 2.801 3.453 3.524 0.4 0.3 0.0
H 1.664 0.774 5.195 -0.4 0.0 -0.2
H 0.864 2.141 6.037 0.0 -0.1 0.0
H 3.041 3.270 6.226 -0.1 -0.1 0.2
H 3.626 1.579 6.218 -0.2 0.0 0.3
H 3.839 1.604 3.805 0.0 0.0 0.0
H 4.757 2.937 4.421 -0.1 0.4 0.0
H 3.060 3.559 2.473 -0.3 -0.2 0.1
H 2.740 4.448 3.966 -0.2 0.0 0.0
O 5.975 2.320 0.207 0.3 -0.1 0.0
S 4.923 3.266 0.260 0.1 -0.3 -0.4
O 4.960 4.299 1.231 0.0 0.4 0.3
O 4.698 3.852 -1.194 0.3 -0.1 -0.2
C 3.321 3.734 -1.576 -1.0 0.3 0.7
C 2.819 2.499 -0.852 -0.5 -0.2 -0.4
O 3.531 2.531 0.396 -0.2 -0.2 0.2
H 2.786 4.584 -1.145 0.0 0.1 -0.3
H 3.165 3.715 -2.647 0.4 -0.1 -0.1
H 2.983 1.551 -1.363 0.4 0.2 0.0
H 1.752 2.582 -0.662 0.1 0.0 0.2
O -4.136 0.205 5.507 -0.5 0.2 0.6
S -3.095 -0.245 4.670 -0.3 -0.2 -0.7
O -1.747 -0.166 5.075 0.6 0.1 0.2
O -3.435 -1.740 4.220 -0.1 -0.1 0.0
C -3.650 -1.851 2.806 0.4 0.6 0.0
C -3.974 -0.442 2.356 -0.4 1.0 -0.8
O -3.237 0.425 3.233 0.1 -0.4 0.2
H -2.714 -2.140 2.329 -0.1 -0.4 0.0
H -4.468 -2.540 2.629 0.1 -0.2 0.0
H -5.031 -0.163 2.358 0.0 -0.2 0.5
H -3.627 -0.201 1.353 0.2 -0.3 0.0
O 0.271 0.453 0.463 0.0 -0.3 0.5
C -0.528 -0.574 1.088 0.1 0.7 -1.0
C 0.265 -1.823 1.357 0.3 -0.1 0.3
O 1.057 -1.716 2.533 -0.1 -0.1 -0.1
H 0.485 1.047 1.195 0.4 0.3 -0.1
H -0.933 -0.172 2.019 -0.2 -0.2 0.1
H -1.313 -0.749 0.356 -0.2 -0.4 0.3
H 0.931 -2.059 0.517 -0.2 0.1 -0.2
H -0.416 -2.667 1.497 0.0 0.0 0.1
H 1.470 -0.845 2.513 0.0 0.1 0.1
```
Forces are in eV/Å.

Computed properties:
E = -4609.22638 hartree
Maximum force = 1.35 eV/Å
2S+1 = 1
HOMO-LUMO gap = 10.0 eV
LUMO level = -0.1 eV